# 1
8
Properties=species:S:1:pos:R:3:mulliken_charge:R:1 method="wB97M-V/def2-TZVPD" homo_energy_ev="-14.806 / -14.806" orbital_gap_ev="8.129 / 8.131" e_tot_ev=-16694.606 de_lowest_kcal_mol=102.69 total_charge=+1
H -1.43657 0.57295 -1.02468 0.259
O -0.48324 -1.00863 -0.13036 0.045
H 1.32849 2.52170 1.11414 0.224
H -1.06175 -0.70550 -2.16829 0.270
H -0.10390 -1.85839 1.68012 0.335
Cl 2.53267 2.21996 0.81962 -0.222
C 0.19981 -1.32408 0.78385 0.054
C -0.97551 -0.41801 -1.07440 0.035

# 2
71
Properties=species:S:1:pos:R:3:mulliken_charge:R:1 method="wB97M-V/def2-TZVPD" homo_energy_ev=-6.606 orbital_gap_ev=4.967 e_tot_ev=-49760.811 total_charge=0
H 2.70491 4.46631 -0.23592 0.346
H -3.27625 -1.41617 1.03749 0.385
F 1.90468 -0.40677 3.74341 -0.241
C -2.21790 1.98973 0.59002 -0.726
C -5.85212 -4.16650 3.34884 -0.924
H 3.07587 1.86299 3.94726 0.052
C 4.09566 3.50542 1.34447 -0.741
H 0.30958 -0.46752 -5.27954 0.467
H 0.27192 0.46582 -2.17779 -0.406
C 3.61110 1.19855 -1.57308 0.193
C -1.58153 -3.81622 -0.96824 -0.021
H -1.33513 0.09616 -4.61458 0.221
C 0.54720 0.59800 1.80982 -0.031
N -2.14773 -2.41069 -0.66852 0.247
H 3.30690 3.44440 4.95223 0.288
H 2.29829 -0.69887 -4.39885 0.309
F 2.00984 -1.58866 1.67413 -0.275
O -3.89636 -3.50987 0.55443 -0.324
C -0.26214 -0.02135 0.51827 0.040
H -2.09278 -2.81805 1.46042 0.258
H 4.79707 2.63562 4.00384 0.318
F -3.87623 -0.05802 -1.04169 -0.318
N -0.83020 -3.69991 -2.26603 -0.525
C -0.33919 -0.41259 -4.27455 -0.987
C -2.86575 -2.43427 0.63510 -0.543
H -4.78352 -4.48587 3.72670 0.233
H 2.22590 -0.98884 -2.52072 0.260
N -1.87800 -1.42065 -1.64381 0.198
H -3.20195 2.54258 0.20606 0.325
C -5.21907 -3.01547 0.96525 -0.302
F -2.40344 0.94240 -2.49353 -0.241
H 2.11347 2.74517 0.25553 -0.005
C 3.65005 2.88962 3.95479 -0.855
H -5.79977 -2.73801 -0.02993 0.223
H 4.53259 0.54442 -1.19253 0.389
C -2.41514 -0.08104 -1.45896 0.619
H -6.61889 -4.87855 3.92143 0.295
H 3.45515 3.39420 -2.24168 0.328
F 3.13115 0.51414 1.76979 -0.163
C 1.91601 -0.21649 2.27488 0.641
C 3.89392 2.80599 -1.30829 -0.650
H 4.82985 4.41347 1.16884 0.325
H 3.40191 5.01064 3.00381 0.364
C 0.60621 0.56085 -3.29497 0.463
C 3.34897 0.92351 -3.18621 -0.849
N -0.43830 -1.76959 -3.67116 0.048
C 2.12023 -0.14708 -3.35968 -0.730
H 2.67303 0.78054 -1.00097 -0.367
H 3.25862 1.89814 -3.82761 0.331
C -0.04678 1.93780 2.55557 -0.320
H -7.11200 -4.39827 1.36013 0.301
H 0.68994 1.65817 -3.69574 0.427
C -1.04566 -2.23289 -2.56535 0.286
C -5.97615 -4.31691 1.69439 -0.332
H -5.38000 -5.31722 1.42994 0.199
H 5.05913 2.92305 -1.20658 0.246
H -1.84237 3.58521 2.45225 0.282
H 0.53161 2.39163 3.49365 0.420
H 0.09009 -2.52455 -4.21101 0.338
H 4.72667 2.51507 1.47962 0.265
C 3.22307 3.87641 2.70943 -0.140
F 2.58800 -2.44017 -3.32749 -0.864
H 0.16547 -0.99855 0.00033 0.308
H -5.98933 -3.03214 3.61161 0.266
H 4.33029 0.36111 -3.56810 0.273
H 2.08851 3.78987 2.39462 0.069
C -1.42034 2.61707 1.91754 -0.560
C 3.09117 3.37542 0.03650 -0.286
H -5.20544 -2.16051 1.76345 0.240
C -1.63115 0.60996 -0.14796 0.280
H -1.69341 -4.78120 -0.31479 0.358

# 3
27
Properties=species:S:1:pos:R:3:mulliken_charge:R:1 method="wB97M-V/def2-TZVPD" s2=8.761 homo_energy_ev="0.468 / 0.251" orbital_gap_ev="5.663 / 5.818" multiplicity=6 e_tot_ev=-115026.071 de_lowest_kcal_mol=1.84 total_charge=-2
H 1.82556 0.32712 3.87001 0.227
O 0.66207 0.71257 2.23098 -0.707
C 0.41279 -0.76617 -2.77660 -0.713
C 1.67321 -0.74013 -2.08622 -0.687
C -1.79944 -0.27655 1.83908 -0.461
H 0.10720 0.77558 4.24455 0.235
C -1.74132 0.92697 1.08868 -0.380
H -1.44177 1.38638 -1.05412 0.585
H 2.37001 -1.58124 -2.03957 0.517
H -1.24041 -1.42171 -1.27718 0.411
H -0.84829 0.88802 -3.59577 0.389
Mn 0.39369 0.15610 0.34265 0.793
H -1.92555 1.92116 1.47345 0.381
C 1.99619 0.65517 -1.83136 -0.896
H -0.01858 -1.63767 -3.28901 0.523
C -1.56118 -1.36520 0.97775 -0.314
C 0.96319 1.44417 -2.36713 -0.223
C 0.78081 0.22105 3.56112 -0.888
H 0.47797 -0.84580 3.62344 0.262
Br 1.62329 -1.94532 0.58685 -0.672
H -2.06130 -0.28987 2.88716 0.474
H -1.57806 -2.40864 1.30317 0.334
C -1.44059 -0.83599 -0.36913 -0.475
H 2.98624 1.01003 -1.53314 0.417
H 0.99566 2.52291 -2.55452 0.341
C -0.02413 0.56685 -2.94200 -0.395
C -1.58728 0.60021 -0.31313 -1.082

# 4
64
Properties=species:S:1:pos:R:3:mulliken_charge:R:1 method="wB97M-V/def2-TZVPD" homo_energy_ev=-9.600 orbital_gap_ev=10.062 e_tot_ev=-33612.632 smiles=COCCOC.COCCOC.COCCOC.COCCOC de_lowest_kcal_mol=148.72 total_charge=0
H -4.52360 -15.58223 -11.86877 0.335
H -9.02049 -14.65267 -2.64257 0.307
H -3.50891 -19.06683 -13.11107 0.248
H -3.08171 -23.12575 -1.67488 0.316
H -0.29659 -19.09308 -11.78321 0.286
H -5.38439 -15.99834 -8.42157 0.326
H -2.78907 -24.77206 -6.04167 0.309
H -2.32679 -22.89358 -4.31119 0.443
H -3.32975 -19.39373 -15.15990 0.218
H -4.99649 -13.20665 -5.16188 0.461
C -6.84535 -12.24246 -6.52235 -0.701
H -4.54799 -26.53720 -5.26557 0.285
C -2.26878 -16.33518 -15.71357 -0.652
H -5.54775 -12.71166 -3.67418 0.325
H -4.11390 -22.80967 -4.00327 0.289
H -6.83715 -15.07655 -4.98001 0.316
H -2.27099 -17.76354 -13.09776 0.203
O -6.85070 -14.86749 -2.87722 -0.415
H -2.35153 -19.12348 -7.36040 0.241
C -2.67587 -24.05544 -2.07374 -0.759
O -3.18171 -24.47416 -3.34001 -0.291
H -2.48043 -17.66913 -6.47690 0.307
C -6.24235 -14.66684 -4.16365 -0.328
H -5.00553 -16.78968 -9.97364 0.310
C -3.55155 -24.05255 -5.74328 -0.511
H -1.54436 -16.54436 -16.50071 0.298
H -3.25080 -15.49365 -7.87348 0.314
H -2.58306 -16.00927 -9.37399 0.274
H -8.25965 -13.45299 -3.57013 0.220
H -1.59092 -24.00379 -2.16485 0.277
H -1.38081 -17.67024 -7.78991 0.315
O -4.78332 -14.71882 -10.03859 -0.356
H -0.53336 -20.75990 -11.94346 0.298
H -6.24198 -26.19732 -5.32886 0.267
C -5.28971 -25.78609 -4.99394 -0.604
C -3.41259 -16.19528 -8.69179 -0.376
C -4.07422 -14.78270 -11.27979 -0.747
H -5.80504 -12.14522 -6.83283 0.300
C -8.10582 -14.06091 -2.67858 -0.609
H -7.28644 -13.07064 -7.07704 0.283
O -1.59560 -19.74370 -13.34328 -0.343
C -2.52523 -18.75793 -13.46468 0.026
H -1.87004 -16.05508 -14.73856 0.250
C -2.60496 -18.62170 -14.90156 -0.610
O -6.99734 -12.53368 -5.19731 -0.355
H -2.84236 -24.84885 -1.34512 0.251
H -8.02507 -13.33014 -1.87388 0.275
H -5.27618 -15.15248 -4.30070 0.301
O -3.12511 -17.40645 -15.50245 -0.383
C -1.07849 -19.81827 -12.00865 -0.765
H -5.24385 -25.73543 -3.90609 0.223
C -3.27697 -23.42740 -4.32892 -0.428
H -1.83113 -19.81279 -11.22023 0.304
H -2.77800 -15.47491 -16.14802 0.240
H -7.29647 -11.31964 -6.88705 0.250
C -5.90131 -13.24691 -4.55542 -0.630
O -3.32072 -17.62659 -8.47709 -0.325
O -4.97168 -24.50300 -5.69366 -0.377
H -3.46386 -23.26762 -6.49448 0.309
H -4.36693 -13.87251 -11.80322 0.283
H -2.99191 -14.86121 -11.17710 0.280
H -1.68076 -18.77733 -15.45810 0.382
C -4.77545 -15.94518 -9.32405 -0.428
C -2.36197 -18.04179 -7.49435 -0.754

# 5
10
Properties=species:S:1:pos:R:3:mulliken_charge:R:1 method="wB97M-V/def2-TZVPD" homo_energy_ev=-9.163 orbital_gap_ev=9.575 e_tot_ev=-6621.400 smiles="[H]/N=C/NN=C" de_lowest_kcal_mol=81.57 total_charge=0
H -2.39587 -0.98162 1.42338 0.309
C 1.06567 0.58562 -0.47996 0.067
N 1.06582 1.83973 -0.52738 -0.577
H -1.64944 -2.46078 0.15276 0.229
H 1.82701 2.23135 -0.94932 0.273
N -0.77024 -0.37073 0.70414 -0.471
H 1.74578 -0.06282 -1.19523 0.159
N 0.19692 -0.45101 -0.23057 -0.050
H 0.94333 -1.30472 -0.21765 0.328
C -1.71872 -1.34351 0.67375 -0.267

# 6
80
Properties=species:S:1:pos:R:3:mulliken_charge:R:1 method="wB97M-V/def2-TZVPD" s2=0.755 homo_energy_ev="-20.390 / -20.301" orbital_gap_ev="10.403 / 6.805" multiplicity=2 e_tot_ev=-142519.806 de_lowest_kcal_mol=0.00 total_charge=+4
H 3.39206 1.63121 4.78835 0.417
H 1.47680 -1.32984 -3.32441 0.556
N -0.15252 -0.86070 -2.02620 -0.117
C -0.69705 3.06796 -3.22280 -0.841
C 1.27538 -0.71940 -2.44104 -1.070
H 2.43971 0.10925 4.61592 0.389
F -0.26961 2.09826 3.35955 -0.409
N -2.26922 -6.18694 2.00052 -0.303
H -3.07410 -0.73573 -3.81238 0.346
C -3.09675 -1.05684 -1.67287 -0.350
C -1.04282 -0.63867 -3.20367 0.229
H 2.01015 2.76496 1.65699 -0.027
H 3.04465 3.29258 3.02317 0.441
H 1.64732 1.72350 4.59146 0.383
H 1.26499 3.49327 -0.79635 0.243
F -2.34180 2.37704 0.66530 -0.493
H -3.13843 -4.31966 2.37679 0.403
N 1.27382 1.55663 -1.55847 -0.049
H 1.10884 1.09234 -3.60639 0.420
H -2.73756 -6.62496 2.80057 0.382
H -1.06657 0.43221 -3.38406 -0.568
H -3.40228 0.18732 -0.12858 0.338
H 3.95062 -2.90160 2.43366 0.382
H 4.77270 -1.08684 4.08434 0.378
F -1.28748 0.59406 1.72642 -0.702
F -2.78656 2.03956 3.10554 -0.389
H -0.45427 -4.37833 0.86518 0.448
As -1.44731 2.40160 2.17843 2.077
H -2.67206 1.61445 -3.58262 0.403
H -0.59028 -1.09286 -4.08900 0.548
H -3.40939 3.06857 -2.97040 0.547
C 2.89314 2.53481 2.25967 -0.615
C 1.63394 0.72447 -2.72793 -0.655
F -1.44383 4.06521 2.29672 -0.399
H -2.45195 -2.26336 -3.28228 0.455
H 1.90371 -0.78993 0.53343 -0.314
N 1.75112 0.05536 1.08205 -0.042
N -1.53181 2.55432 -2.09501 -0.168
C -3.70918 1.38196 -1.70452 -1.052
C -1.46036 -3.98663 1.02443 -0.860
C 0.64951 3.67649 -2.85771 -1.155
H -2.83051 -6.41196 1.17435 0.358
N 3.53384 -0.86587 2.37733 0.066
F -0.05362 2.49944 0.94946 -0.532
C 4.78112 -0.57979 3.12114 -1.065
N -2.94957 0.28076 -1.03674 -0.358
C -2.85765 2.17573 -2.66761 -0.774
Lu -0.71688 0.89202 -0.36512 2.598
N 2.68130 1.25006 2.87769 0.452
C 2.64070 0.05147 2.02658 0.144
H -1.36663 -6.65715 1.89459 0.355
H -1.70726 3.35593 -1.48672 0.374
H 1.22466 3.71857 -3.78380 0.317
H -0.76248 -2.30865 1.98231 0.212
H -1.56166 -4.56444 3.13287 0.373
H 1.93783 1.30456 -0.82612 0.155
C 3.48217 -2.19034 1.75708 -1.154
H -2.64674 -1.77126 -0.97905 -0.243
H -0.57971 2.24488 -3.92722 0.470
H 4.02435 -2.20640 0.80894 0.373
N -1.37979 -2.52666 1.20554 -0.322
H -4.57103 0.97257 -2.23608 0.557
H -1.26813 3.82915 -3.75935 0.576
H 2.53967 3.20575 -1.96368 0.553
H -2.28914 -2.16778 1.48476 0.247
H 4.92438 0.48746 3.26270 0.390
H 3.75577 2.46740 1.59001 0.363
H 2.70161 0.79765 -2.94971 0.510
C 1.48285 3.02306 -1.75569 -0.616
H 1.90405 -1.11018 -1.63624 0.249
H 0.50895 4.71851 -2.56534 0.432
H -2.03102 -4.19053 0.11484 0.418
H 5.61839 -0.94648 2.52940 0.433
H -0.26909 -1.82927 -1.73715 0.173
H -4.15710 -1.30580 -1.75629 0.504
H -4.10058 2.02942 -0.92178 0.485
C 2.53471 1.14500 4.31013 -0.897
C -2.12824 -4.69252 2.21187 -0.643
H 2.44653 -2.49217 1.60374 0.386
C -2.45133 -1.19724 -3.04341 -1.124